No. 1
Here is a 2-piece molecular cluster, C19H32N4O7P3S3 overall in a non-equilibrium geometry from the Open Molecules 2025 dataset. Energies are from ωB97M-V/def2-TZVPD.

Structure (XYZ):
```
68
Properties=species:S:1:pos:R:3:forces:R:3
C 0.6784 4.0147 3.5858 -1.233 -1.373 -0.655
C -0.2212 2.6830 3.4933 -0.164 0.737 0.868
C 0.4724 1.4208 4.1232 -0.554 1.582 0.839
O 1.5631 0.8616 3.3682 -1.139 -0.528 -0.489
C 1.2624 0.6208 1.9971 0.213 -0.668 -0.162
C -0.0831 -0.1338 1.7310 -1.409 0.567 -2.055
N -0.6044 -1.0731 2.5916 -0.162 0.346 -0.876
C -1.7976 -1.7629 2.4398 -1.646 0.657 -0.856
C -2.1625 -2.8108 3.5543 0.959 0.100 -0.878
C -1.1002 -3.9757 3.3736 -0.326 -0.075 0.250
C -0.9564 -4.4288 1.8647 -0.432 -1.067 0.438
S 0.7810 -4.0967 1.3600 0.119 0.825 -0.716
C 0.7131 -3.1618 -0.1923 -0.633 0.136 -0.566
S -0.4664 -3.3967 -1.3253 0.986 0.415 1.009
N 1.7574 -2.1934 -0.3801 0.818 0.644 0.236
C 1.8681 -1.2541 -1.4427 2.348 1.465 0.109
C 3.0869 -0.5035 -1.2138 -1.752 -2.292 0.944
N 3.7214 -0.9787 -0.0098 -3.379 -1.675 -0.907
C 2.8859 -1.9509 0.4420 1.467 1.101 -0.454
C -2.6364 -1.5046 1.2766 2.660 1.465 0.291
C -2.1280 -0.5271 0.2739 1.113 -1.084 1.764
C -3.0337 -0.2679 -0.9715 -0.332 -0.117 0.337
O -3.7928 0.6704 -1.0027 0.876 -0.697 0.256
O -2.9495 -1.1889 -2.0018 0.181 2.351 0.874
P -2.8899 -0.2928 -3.4747 1.581 -0.880 -1.919
N -1.8581 -0.9966 -4.4369 -0.739 1.154 0.497
C -0.8292 0.1713 0.4856 -1.436 -1.524 1.835
P -0.3029 1.3429 -0.8684 -0.701 -1.318 -0.919
P -0.3732 3.4205 -0.2307 1.752 3.780 0.823
O 0.8943 3.8753 0.4327 -1.760 -1.284 -0.348
O -1.7390 3.8162 0.6297 1.257 -0.986 -2.215
O -0.4794 4.3253 -1.6486 -0.036 -2.034 1.441
H 0.2491 4.7071 2.8054 0.917 -0.498 0.976
H 0.5161 4.4210 4.6156 0.558 -0.201 -0.945
H 1.7323 3.7120 3.3655 -0.812 0.765 0.216
H -0.6464 2.5239 2.4638 0.612 -0.020 0.950
H -1.1199 2.9059 4.1507 0.829 -0.531 -0.782
H -0.3379 0.6892 4.4022 0.857 0.237 -0.446
H 0.9206 1.7669 5.1035 -0.326 -0.559 -1.127
H 2.0881 -0.0421 1.5829 -0.881 0.796 0.555
H 1.2844 1.5636 1.3858 -0.285 -0.726 0.604
H -0.0424 -1.2837 3.4287 -0.274 0.167 -0.467
H -2.0992 -2.3861 4.6003 -0.100 -0.269 -1.249
H -3.1895 -3.2213 3.3833 0.865 0.592 0.053
H -0.0958 -3.6368 3.7661 -1.085 -0.454 -0.327
H -1.4415 -4.8544 3.9881 0.452 0.923 -0.513
H -1.7196 -3.9913 1.1706 0.958 -0.242 0.493
H -1.1075 -5.5480 1.8358 0.279 1.236 -0.184
H 1.1288 -1.1342 -2.2679 0.669 -0.475 1.052
H 3.5328 0.3177 -1.8201 -0.662 -0.932 0.632
H 3.0921 -2.4989 1.3886 -0.399 0.368 -1.054
H -3.6129 -2.0244 1.1385 1.043 0.504 0.198
H -4.2147 -0.2590 -3.9875 0.273 -0.161 0.872
H -2.4653 1.0412 -3.1861 -0.735 -0.564 0.388
H -1.1496 -0.2730 -4.6319 -0.037 -0.731 0.122
H 1.0891 1.0628 -1.1051 -0.606 0.563 0.634
H -2.4903 3.8840 0.0043 0.118 0.065 0.477
H 0.4448 4.3017 -1.9859 -0.612 0.293 0.119
C 1.4927 1.8692 -5.8855 0.014 0.101 0.007
S 1.4134 0.7174 -4.5023 0.127 0.028 -0.450
O 2.1062 1.3621 -3.3439 -0.098 0.064 0.001
C 2.5458 -0.4956 -5.2028 0.074 -0.063 0.065
H 0.8784 2.7370 -5.6471 -0.002 -0.079 0.055
H 2.5240 2.1863 -6.0451 -0.007 -0.063 0.085
H 1.1040 1.3857 -6.7827 -0.020 -0.036 0.071
H 3.5104 -0.0286 -5.4063 -0.070 0.081 0.052
H 2.1213 -0.8998 -6.1225 -0.066 0.034 0.060
H 2.6776 -1.3016 -4.4807 -0.069 0.063 0.007
```
Forces are in eV/Å.

Calculated values
Orbital gap: 7.23 eV
Total energy: -100878.3710 eV
LUMO energy: -4.41 eV
HOMO: -11.63 eV
M: 617.6 u
Total charge: +1

***

No. 2
Here is C26H20AsF6N8OPdS2 as an isolated structure in a non-equilibrium geometry from the Open Molecules 2025 dataset. Energies are from ωB97M-V/def2-TZVPD.

Structure (XYZ):
```
65
Properties=species:S:1:pos:R:3:forces:R:3
Pd -0.1917 1.5556 -2.2246 0.437 0.813 -0.623
C 0.6766 3.3895 2.8558 0.067 -0.022 -0.066
N -0.1656 3.1173 1.7196 0.101 -0.151 -0.048
C 0.1335 2.4743 0.5813 0.017 0.101 0.057
N -0.9071 2.5049 -0.2264 -0.069 -0.004 0.402
C -1.8368 3.1924 0.4813 0.236 -0.086 -0.017
N -1.4336 3.5762 1.6738 -0.290 0.173 0.062
C 0.9820 2.1882 3.7264 0.041 0.321 0.041
C 1.8957 2.3517 4.7658 -0.121 -0.268 -0.059
C 2.1949 1.2855 5.6017 0.126 0.302 0.062
C 1.6125 0.0501 5.4045 -0.259 -0.455 -0.163
C 0.7073 -0.1302 4.3573 0.278 1.100 0.016
C 0.3858 0.9586 3.5335 -0.049 -0.538 0.112
C 0.1492 -1.4299 4.0782 -0.301 -1.101 -0.092
N 0.4019 -2.5709 4.6448 0.429 0.826 0.364
N -0.2922 -3.5229 3.9676 -0.635 -0.522 -0.626
C -0.9424 -2.9237 3.0171 0.734 0.279 0.919
O -0.7187 -1.5848 3.0478 0.041 0.046 -0.116
C -1.7730 -3.4738 1.9773 -0.712 -0.155 -0.924
C -1.8751 -4.8529 1.7666 0.294 0.273 0.360
C -2.6140 -5.3339 0.7074 -0.203 -0.146 -0.226
C -3.2813 -4.4670 -0.1534 0.150 0.143 0.279
C -3.2155 -3.0971 0.0684 -0.302 -0.090 -0.269
C -3.9332 -2.1218 -0.8408 0.317 0.001 -0.002
N -3.0061 -1.3496 -1.6383 -0.113 0.288 0.269
C -2.2642 -0.2932 -1.2587 0.065 -0.128 -0.234
N -1.4959 0.0906 -2.2546 -2.165 -1.704 0.044
C -1.8057 -0.7847 -3.2527 -0.104 -0.132 0.146
N -2.7205 -1.6705 -2.9121 0.094 -0.220 -0.241
C -2.4619 -2.6111 1.1209 0.281 -0.123 0.454
H 0.1484 4.1410 3.4414 0.043 0.035 -0.015
H 1.6092 3.8269 2.4933 -0.011 0.020 -0.004
H 1.0827 2.0025 0.3617 0.015 0.069 -0.053
H -2.8163 3.4209 0.0960 -0.026 0.015 0.029
H 2.3796 3.3108 4.9057 0.003 0.011 0.020
H 2.9041 1.4264 6.4078 0.006 -0.047 -0.002
H 1.8564 -0.7981 6.0302 0.038 0.028 0.026
H -0.3171 0.8054 2.7256 0.037 0.104 -0.058
H -1.3467 -5.5185 2.4362 0.009 -0.043 -0.047
H -2.6706 -6.4010 0.5318 0.031 0.000 0.032
H -3.8416 -4.8508 -0.9960 -0.009 -0.009 -0.014
H -4.5222 -1.4185 -0.2482 -0.066 -0.070 0.003
H -4.5873 -2.6474 -1.5328 -0.031 0.031 0.003
H -2.3070 0.1603 -0.2830 0.011 0.065 -0.008
H -1.3495 -0.7366 -4.2276 0.085 0.097 0.012
H -2.3858 -1.5462 1.2927 -0.011 0.035 -0.064
S 0.3361 1.3401 -4.5962 0.176 -0.263 0.068
C 1.4809 -0.0101 -4.4351 -0.088 0.119 -0.175
C 1.8984 -0.5692 -5.6556 0.182 -0.141 0.069
C 2.8202 -1.5978 -5.7423 -0.031 -0.002 -0.121
C 3.3547 -2.1227 -4.5725 0.074 -0.104 0.049
C 2.9498 -1.6063 -3.3553 -0.035 0.077 -0.169
C 2.0184 -0.5555 -3.2305 0.158 -0.250 -0.080
S 1.6515 -0.0769 -1.5772 0.170 -0.085 0.216
H 1.4791 -0.1503 -6.5629 -0.016 0.034 0.004
H 3.1245 -1.9799 -6.7125 -0.027 -0.004 -0.001
H 4.0807 -2.9303 -4.6084 0.000 0.014 0.014
H 3.3645 -2.0046 -2.4372 -0.011 -0.013 0.014
F 1.1264 3.2542 -2.1352 1.231 1.511 0.015
As 2.2181 4.6390 -2.0690 -0.451 0.396 0.300
F 1.9622 4.6636 -0.3169 0.102 -0.036 -0.058
F 3.5777 3.6019 -1.8500 -0.033 0.013 -0.014
F 0.8303 5.6995 -2.2266 0.204 -0.131 0.022
F 2.4319 4.6629 -3.7789 0.004 -0.107 0.089
F 3.2538 6.0482 -1.9078 -0.117 -0.194 0.015
```
Forces are in eV/Å.

Calculated values
Orbital gap (spin up / spin down): 3.27 / 3.13 eV
Total energy: -143553.5798 eV
LUMO energy (spin up / spin down): 3.28 / 3.28 eV
HOMO (spin up / spin down): 0.01 / 0.15 eV
M: 820.0 u
2S+1: 2
Total charge: -2

***

No. 3
Here is C32H22F15GeIrN4OS6Se as an isolated structure in a non-equilibrium geometry from the Open Molecules 2025 dataset. Energies are from ωB97M-V/def2-TZVPD.

Structure (XYZ):
```
83
Properties=species:S:1:pos:R:3:forces:R:3
Ir -0.3745 1.8836 0.3272 -0.157 -1.223 1.535
C 1.0529 4.8241 1.2207 0.187 -0.259 0.041
C 2.1406 3.9578 0.5874 -0.214 0.228 0.124
N 1.8722 2.5359 0.8206 -0.347 -0.016 -0.931
C 2.3527 1.9884 2.0870 -0.076 -0.255 0.344
C 1.4517 2.2708 3.2772 -0.019 0.011 -0.059
S -0.3238 2.0022 2.9310 -0.305 -0.236 -1.536
C -1.0319 3.6682 3.2176 0.019 -0.098 -0.045
C -1.2832 4.4866 1.9551 -0.046 -0.025 0.187
N -0.2646 4.2467 0.9354 -0.272 0.346 -0.511
H 1.1366 5.8416 0.8327 -0.040 0.025 0.077
H 1.1919 4.8777 2.2994 -0.022 0.012 0.014
H 3.1167 4.2485 0.9869 0.024 -0.030 -0.087
H 2.1467 4.1205 -0.4910 0.067 0.000 0.019
H 2.3044 1.9948 0.0756 0.098 0.002 0.032
H 3.3548 2.3638 2.3234 -0.001 0.010 -0.099
H 2.4201 0.9109 1.9584 0.005 0.062 -0.088
H 1.5718 3.2753 3.6767 -0.040 0.023 -0.019
H 1.7010 1.5648 4.0685 0.005 0.045 0.034
H -0.3692 4.1734 3.9187 0.005 -0.079 0.074
H -1.9818 3.4881 3.7178 0.033 0.040 0.092
H -1.3440 5.5472 2.2247 0.003 -0.022 0.018
H -2.2391 4.1933 1.5255 0.053 0.046 -0.037
H -0.5982 4.6256 0.0524 -0.136 -0.025 0.031
O -7.4657 1.3098 0.9638 -0.011 -0.084 0.042
C -6.2917 1.3494 0.7676 0.094 0.145 -0.160
S -5.1337 0.1352 1.3656 0.076 -0.267 0.088
C -3.7000 0.8866 0.7031 -0.890 1.302 -0.570
C -3.8649 2.0427 0.0298 -0.514 -1.018 0.892
S -2.5559 2.9127 -0.6396 1.368 0.382 -0.442
S -5.4925 2.6471 -0.1634 -0.009 0.096 0.046
S -2.1768 0.1458 0.9266 1.863 0.563 -0.542
C 1.5268 0.3206 -4.0565 0.356 -0.113 0.127
N 0.2617 0.9584 -4.3775 -0.245 0.202 0.130
C -0.5123 0.6840 -5.4725 -0.073 -0.062 -0.122
C -1.5603 1.5380 -5.4439 -0.032 0.000 -0.107
N -1.4124 2.3369 -4.3388 0.478 -0.344 0.118
C -2.3092 3.4220 -3.9961 -0.309 0.327 0.058
C -0.2943 1.9663 -3.6782 -0.261 -0.216 -0.172
Se 0.5064 2.7534 -2.1872 -0.334 -0.152 1.210
H 1.6532 -0.5482 -4.6965 -0.090 0.068 -0.011
H 1.5364 0.0208 -3.0095 -0.084 -0.027 -0.033
H 2.3495 1.0145 -4.2251 -0.048 0.019 -0.035
H -0.2598 -0.0824 -6.1830 0.029 -0.042 0.045
H -2.3876 1.6483 -6.1215 -0.019 0.014 0.013
H -2.5898 3.9602 -4.8999 0.111 -0.061 -0.042
H -1.8045 4.0961 -3.3128 0.032 -0.003 0.023
H -3.2027 3.0417 -3.5109 0.010 -0.072 0.031
F 1.4085 -5.0094 1.1025 0.127 -0.122 0.088
C 1.8280 -4.2236 2.1063 -0.047 0.243 0.077
C 1.5566 -2.8669 2.0361 -0.086 0.063 -0.271
C 1.9655 -2.0837 3.0936 -0.074 -0.228 -0.247
F 1.6652 -0.7692 3.0925 0.093 -0.022 0.216
C 2.6701 -2.6072 4.1628 -0.043 0.184 0.009
F 3.0776 -1.8137 5.1535 -0.007 -0.036 0.041
C 2.9462 -3.9646 4.1953 -0.023 -0.007 -0.065
F 3.6174 -4.4786 5.2135 0.003 -0.002 0.038
C 2.5128 -4.7880 3.1649 -0.053 -0.034 -0.032
F 2.7527 -6.0926 3.2069 0.044 0.014 0.018
Ge 0.5936 -2.2714 0.4105 -0.079 -0.894 0.341
S 0.8373 -0.1818 -0.1770 -0.229 1.203 -0.092
C 1.5849 -2.9451 -1.1725 -0.186 0.274 0.102
C 2.9223 -3.2993 -1.1825 -0.246 0.088 0.068
F 3.5999 -3.3457 -0.0305 0.162 -0.123 -0.098
C 3.6051 -3.5596 -2.3599 0.007 0.007 0.027
F 4.8927 -3.8855 -2.3417 0.007 -0.038 -0.012
C 2.9413 -3.4310 -3.5698 -0.010 0.076 0.057
F 3.5872 -3.6351 -4.7087 0.025 -0.027 -0.034
C 1.6132 -3.0326 -3.5941 -0.053 -0.027 0.086
F 1.0002 -2.8162 -4.7622 -0.028 -0.106 -0.074
C 0.9604 -2.8011 -2.4013 0.073 0.040 0.267
F -0.3020 -2.3510 -2.4246 0.004 -0.025 -0.259
C -1.1078 -3.2422 0.7003 0.332 0.260 -0.127
C -1.7852 -2.9656 1.8753 0.149 -0.073 -0.160
F -1.2875 -2.0106 2.6797 -0.153 -0.097 0.173
C -2.9172 -3.6572 2.2571 0.018 0.080 0.062
F -3.5590 -3.3550 3.3817 -0.021 0.004 0.005
C -3.3692 -4.6953 1.4543 0.143 0.042 -0.037
F -4.4518 -5.3711 1.7986 -0.037 -0.051 0.032
C -2.6699 -5.0429 0.3086 0.008 0.007 -0.056
F -3.0688 -6.0787 -0.4210 -0.050 0.022 -0.033
C -1.5538 -4.3092 -0.0600 0.002 0.221 0.134
F -0.8901 -4.6686 -1.1608 -0.096 -0.154 -0.040
```
Forces are in eV/Å.

Calculated values
Orbital gap (spin up / spin down): 4.83 / 5.08 eV
Total energy: -272015.8009 eV
LUMO energy (spin up / spin down): -4.61 / -4.33 eV
ΔE to the lowest compared entry with this formula, charge and spin: 327.1 kJ/mol
HOMO (spin up / spin down): -9.44 / -9.41 eV
M: 1299.7 u
2S+1: 2
Total charge: +1

***

No. 4
Here is an isolated ion of composition C3H2NO3S and charge -1 in a non-equilibrium geometry from the Open Molecules 2025 dataset. Energies are from ωB97M-V/def2-TZVPD.

Structure (XYZ):
```
10
Properties=species:S:1:pos:R:3:forces:R:3
C -0.5167 -0.0567 0.0313 2.127 -0.388 0.174
C 0.4510 -1.0727 0.0300 -1.940 -1.906 0.088
C -4.1538 -0.2189 -0.0565 -0.833 2.198 0.218
N -2.8296 -0.7448 0.0670 3.608 -2.243 -0.133
O -4.5866 -0.4557 -1.1991 0.246 0.022 0.929
O -4.5747 0.3546 0.9611 -0.229 -0.508 -0.661
O -1.8476 0.0816 0.2149 -1.401 0.991 -0.479
S 0.3353 -2.7164 0.3912 -0.057 0.757 -0.222
H 0.0970 0.8497 0.0742 -1.653 0.701 -0.132
H 1.4154 -0.7249 -0.3186 0.132 0.376 0.219
```
Forces are in eV/Å.

Calculated values
Orbital gap (spin up / spin down): 6.27 / 6.26 eV
Total energy: -21608.0084 eV
LUMO energy (spin up / spin down): 1.94 / 1.94 eV
ΔE to the lowest compared entry with this formula, charge and spin: 466.5 kJ/mol
HOMO (spin up / spin down): -4.33 / -4.33 eV
M: 132.1 u
Total charge: -1

***

No. 5
Here is a single C3H5NO2 molecule from the Open Molecules 2025 dataset. Energies are from ωB97M-V/def2-TZVPD.

Structure (XYZ):
```
11
Properties=species:S:1:pos:R:3:forces:R:3
N 1.5109 0.4018 0.9711 -0.068 0.115 -0.390
C 1.1155 1.0033 -0.0634 0.240 -0.036 0.213
O -0.5966 -1.0064 -1.1151 0.046 -0.098 -0.223
C -0.9787 -1.1310 0.2687 -0.035 -0.118 0.303
C -1.0717 0.1270 -0.4645 -0.256 0.022 0.066
O -0.1937 1.2061 -0.3703 -0.008 -0.015 -0.037
H 2.5299 0.4023 0.9898 -0.116 -0.007 0.026
H 1.7501 1.4801 -0.8143 0.018 0.014 0.144
H -0.1575 -1.2758 0.9643 -0.104 0.038 -0.142
H -1.8778 -1.7259 0.4316 0.128 0.155 0.000
H -2.0304 0.5186 -0.7979 0.155 -0.069 0.039
```
Forces are in eV/Å.

Calculated values
Orbital gap: 11.34 eV
SMILES: [H]/N=C/O[C@@H]1CO1
Total energy: -8775.0811 eV
LUMO energy: 1.04 eV
ΔE to the lowest compared entry with this formula, charge and spin: 252.2 kJ/mol
HOMO: -10.30 eV
M: 87.1 u

***

No. 6
Here is a single C7H9N3O4 molecule in a non-equilibrium geometry from the Open Molecules 2025 dataset. Energies are from ωB97M-V/def2-TZVPD.

Structure (XYZ):
```
23
Properties=species:S:1:pos:R:3:forces:R:3
O -3.1959 -2.5524 1.4678 -1.626 0.922 2.588
O -1.2572 -0.4080 2.3454 -0.485 -0.603 -0.060
O -0.1441 -2.3034 -1.4416 1.791 0.539 -1.246
O 1.3124 2.5292 -0.8558 0.309 -0.198 0.955
C -2.0814 -2.2985 1.1649 -1.904 -2.642 -2.505
C -1.1037 -1.2484 1.4966 0.945 3.799 3.484
C -0.4970 -2.1854 -0.3082 0.601 -0.451 -4.034
N -1.6186 -2.9262 0.0307 1.412 1.007 0.701
N -0.0410 -1.2123 0.6079 -0.780 -0.565 -1.152
N 0.4378 0.0913 0.1893 -0.216 -0.269 -0.203
C 2.0994 1.8760 0.1911 0.421 -1.898 -2.152
C -0.0980 2.2777 -0.7868 0.121 -0.123 1.044
C 1.9046 0.3277 0.0947 -0.370 -0.711 -0.694
C -0.3991 0.7871 -0.8821 0.247 0.048 4.104
H -2.2392 -3.1661 -0.7777 0.861 0.037 1.327
H 3.1606 2.1092 0.0408 -0.322 0.026 -0.642
H 1.9640 2.1262 1.1855 -1.398 1.269 1.944
H -0.6539 2.7988 -1.5854 0.768 -0.028 0.123
H -0.5106 2.6610 0.1901 0.453 -0.378 -0.774
H 2.4401 -0.3662 0.8145 -0.611 1.350 -0.462
H 2.2724 0.0634 -0.9102 -0.118 -0.230 0.130
H -1.3893 0.6763 -0.4602 -0.642 -0.030 -0.295
H -0.3623 0.3431 -1.8112 0.542 -0.872 -2.183
```
Forces are in eV/Å.

Calculated values
Orbital gap: 8.95 eV
SMILES: O=C1NC(=O)N(N2CCOCC2)C1=O
Total energy: -20062.6595 eV
LUMO energy: -0.67 eV
ΔE to the lowest compared entry with this formula, charge and spin: 250.6 kJ/mol
HOMO: -9.62 eV
M: 199.2 u

***

No. 7
Here is an isolated ion of composition CH2NO3S and charge -1 in a non-equilibrium geometry from the Open Molecules 2025 dataset. Energies are from ωB97M-V/def2-TZVPD.

Structure (XYZ):
```
8
Properties=species:S:1:pos:R:3:forces:R:3
C -2.5885 0.7157 -0.0656 -0.633 0.492 -0.171
N 0.0360 -0.2092 0.4864 -1.347 3.274 0.149
O -3.7718 0.5485 0.2453 1.925 0.201 -0.510
O -1.8363 1.6103 -0.4735 -1.204 -1.556 0.604
O -1.1231 -2.1753 -0.7002 -0.674 0.184 -0.127
S -1.4661 -1.1862 0.3857 1.697 1.945 -0.433
H 0.6590 -0.6350 -0.1338 1.177 -1.563 -0.972
H -0.0089 0.8178 0.0117 -0.941 -2.977 1.461
```
Forces are in eV/Å.

Calculated values
Orbital gap: 7.32 eV
Total energy: -19537.9081 eV
LUMO energy: 3.98 eV
ΔE to the lowest compared entry with this formula, charge and spin: 95.9 kJ/mol
HOMO: -3.34 eV
M: 108.1 u
Total charge: -1